This record from the OMol25 dataset describes 2 unconnected molecules or ions with the total composition C8H9N3OS at a distorted geometry. The level of theory is the ωB97M-V functional and the def2-TZVPD basis.

The calculation puts the energy above the lowest of the compared OMol25 structures with the same formula, charge and spin at 678.87 kJ/mol. Its net charge is 0. Its gap between HOMO and LUMO (spin up / spin down) is 6.1 / 7.5 eV. The HOMO energy (spin up / spin down) comes out at -8.2338 / -8.1540 eV. As for the LUMO energy (spin up / spin down): -2.17 / -0.67 eV.

Geometry as XYZ:
```
22
Properties=species:S:1:pos:R:3:forces:R:3
S -2.3566 -0.7122 -0.4720 -1.4960 1.7101 -0.1433
O -2.8981 -1.9523 -0.9744 0.0522 -1.1944 -0.5988
N 0.3879 1.9749 -0.0569 0.8595 0.0486 1.0338
N -1.8410 2.6398 -0.5509 -0.6772 0.3457 -0.4072
N -3.3897 0.5708 -0.6194 -0.8952 -2.1068 -0.4250
C -2.0745 -0.9556 1.3199 -2.1380 1.4175 1.0584
C 3.6311 0.0875 -0.0361 -1.6631 -0.4566 -0.9113
C 3.1738 -1.2057 -0.3389 -1.2111 -0.7564 0.4545
C 0.8806 -0.4281 -0.1809 0.1832 0.2203 -0.0213
C -0.7690 2.1532 -0.3482 -0.6053 0.9817 0.4096
C 1.2015 0.9038 0.0822 2.5173 -1.6162 -2.2901
C 2.6288 1.0809 0.0458 -0.0629 -1.2032 1.5352
C 1.7594 -1.4608 -0.4034 1.0957 1.9752 0.5839
H -2.7579 -1.8023 1.6418 0.3776 1.2687 -0.5119
H 2.9948 1.9696 0.4446 0.3210 2.0731 -0.0469
H -2.4014 0.0920 1.7853 1.1431 -2.4790 -0.6057
H 4.6960 0.3795 0.0084 -0.8195 -0.3529 0.1175
H 3.7585 -2.1268 -0.4017 0.3769 0.6534 -0.1772
H -1.0680 -1.3288 1.4985 0.1679 0.6843 -0.1980
H 1.3598 -2.4101 -0.6119 -0.1239 -1.2508 -0.2611
H -2.7368 2.1198 -0.4744 0.5498 0.2318 -0.0860
H -4.1791 0.4107 -1.3572 2.0480 -0.1939 1.4907
```
Positions in Å, forces in eV/Å.

This record from the OMol25 dataset describes a molecular structure, C8H9N4 at a distorted geometry. The level of theory is the ωB97M-V functional and the def2-TZVPD basis.

The calculation puts the energy above the lowest of the compared OMol25 structures with the same formula, charge and spin at 107.87 kJ/mol. Its net charge is +1. Its gap between HOMO and LUMO is 10.7 eV. The HOMO energy comes out at -14.0914 eV. As for the LUMO energy: -3.44 eV.

Geometry as XYZ:
```
21
Properties=species:S:1:pos:R:3:forces:R:3
N -0.8449 0.4042 -0.7466 0.6050 -0.5033 -0.6251
N 3.0937 0.3177 0.5973 2.0406 5.7094 -3.2404
N 1.5100 1.1306 -0.9209 1.2171 1.5295 -0.1069
N 1.6718 -2.7186 -1.3914 -0.0599 0.4233 0.4428
C 1.4182 -1.8964 -0.6267 0.0077 -1.0411 -0.7418
C -3.0741 -0.2364 -0.6083 -3.2384 1.1273 0.8231
C -2.7510 -0.8862 0.5648 1.6306 -1.1238 -0.5277
C 1.9584 0.3194 -0.0336 -0.1571 0.5099 -0.3081
C -0.4481 -0.5106 0.1500 -0.9378 0.0053 -0.3219
C -1.3997 -1.1638 0.8865 -0.3959 -0.9013 1.8779
C -2.0934 0.5309 -1.1886 0.1752 1.5482 -0.9933
C 1.0581 -0.8257 0.2865 -1.6907 0.4612 -1.2242
H 0.4054 0.9088 -0.9276 -0.2848 1.5150 -1.7626
H 2.0445 1.9950 -1.2035 -0.9637 -1.4284 0.4244
H 1.1384 -1.1404 1.2744 0.6569 -0.6387 1.8442
H -4.2125 -0.0689 -0.8289 2.4966 -0.4549 0.0595
H -2.3375 1.3565 -1.9713 0.7080 -1.7305 1.4281
H 3.8555 1.0818 0.4206 -1.9096 -2.3238 0.7030
H 3.1702 -0.3912 1.1831 1.5528 -3.5412 3.5022
H -1.1238 -1.8443 1.7878 -0.5805 1.2713 -1.8103
H -3.4976 -1.3171 1.1694 -0.8721 -0.4135 0.5572
```
Positions in Å, forces in eV/Å.

This record from the OMol25 dataset describes a gas-phase ion, C8H9N4O3 (charge +1) at a distorted geometry. The level of theory is the ωB97M-V functional and the def2-TZVPD basis.

The calculation puts the energy above the lowest of the compared OMol25 structures with the same formula, charge and spin at 81.16 kJ/mol. Its net charge is +1. Its gap between HOMO and LUMO is 9.0 eV. The HOMO energy comes out at -12.9697 eV. As for the LUMO energy: -3.97 eV. As for the structure (SMILES): N=C=C1C(=[NH2+])NC(=O)[C@]12C[C@@H](O)NC2=O.

Geometry as XYZ:
```
24
Properties=species:S:1:pos:R:3:forces:R:3
O -1.3159 2.3559 0.5213 -0.6643 -0.0597 0.0053
O -3.3775 0.1250 0.1234 -3.3893 0.9258 0.1308
O 0.0682 0.0757 -2.1898 0.1757 -0.9381 -0.7781
N 3.1629 1.5815 0.0201 2.4854 2.8551 -0.9307
N -1.7946 -0.9317 -1.2812 -0.5529 -1.7115 -2.6761
N 0.9108 2.2223 0.1561 -0.9347 1.4119 0.5008
N 2.0765 -2.3588 -0.5341 -0.7815 2.7206 -0.9650
C -0.6264 -0.3362 -1.2917 1.0041 3.5443 0.0319
C -0.2474 0.1557 0.1875 0.1842 -1.6379 -1.4148
C 1.9043 1.3629 0.1416 -1.5327 -4.5973 -0.2168
C 1.2376 -0.1936 0.2082 -0.7386 7.9674 1.6780
C 1.7814 -1.3172 -0.0114 1.2649 -2.9812 -1.3545
C -2.5049 -0.8340 0.0123 3.0980 -2.6769 -0.1906
C -0.3799 1.6565 0.3195 0.8662 -1.0757 -0.4504
C -1.2437 -0.6247 0.9514 -1.8611 1.2121 1.8708
H -0.8211 -1.4401 1.4640 0.4425 -1.7240 -0.1575
H -3.0502 -1.7676 0.0858 0.1320 -0.2252 0.7305
H 3.5739 2.5609 -0.2647 -1.1963 -2.5878 0.9444
H -1.5469 -0.0331 1.8234 -0.4844 0.0710 -0.1963
H -2.0148 -1.4387 -2.2223 -0.2506 1.3269 2.5821
H 2.5232 -3.1454 -0.2230 1.0880 -2.3958 1.3645
H -3.1005 1.0099 -0.0189 0.8876 1.3056 -0.1267
H 0.8287 3.2544 0.2836 1.1174 -0.9648 -0.3360
H 3.8346 0.8171 0.0341 -0.3596 0.2352 -0.0454
```
Positions in Å, forces in eV/Å.

This record from the OMol25 dataset describes 3 unconnected molecules or ions with the total composition C8H9NO2S at a distorted geometry. The level of theory is the ωB97M-V functional and the def2-TZVPD basis.

The calculation puts the energy above the lowest of the compared OMol25 structures with the same formula, charge and spin at 642.70 kJ/mol. Its net charge is 0. Its gap between HOMO and LUMO (spin up / spin down) is 6.4 / 7.5 eV. The HOMO energy (spin up / spin down) comes out at -7.3687 / -9.0362 eV. As for the LUMO energy (spin up / spin down): -1.01 / -1.53 eV. The spin multiplicity is 3.

Geometry as XYZ:
```
21
Properties=species:S:1:pos:R:3:forces:R:3
S 2.5151 1.6860 1.6198 1.6495 1.2318 0.5460
O -2.6819 0.7618 -2.5128 1.2308 -0.4561 0.5112
O 0.1125 0.3791 -0.4946 0.0855 -0.4928 0.3522
N -0.8919 -0.2117 -1.3292 1.8181 4.4679 -1.8028
C 0.1139 1.7574 -0.6809 -0.8636 -1.6404 -2.8099
C -0.2250 -3.2579 -0.2620 0.8595 1.9484 0.0233
C -2.6989 -2.5376 -0.3064 0.9234 -0.7067 -1.6055
C -1.6277 0.8575 -1.8847 -1.5471 0.6820 -0.2277
C 1.2622 2.4594 -0.5681 0.1366 4.0379 2.8889
C -0.9298 2.1062 -1.5348 -0.4522 -0.0598 0.2929
C 3.5624 2.9145 1.9620 -2.2750 -0.2650 -4.1531
C -1.4544 -2.8880 -0.1465 -0.2494 -0.3030 -0.9755
H -3.1614 -2.2168 0.5664 -1.6122 0.5646 1.0595
H 0.0542 -4.2452 -0.2137 0.4222 -2.2980 0.3290
H -1.3688 -0.9151 -0.8870 -1.3573 -2.0066 1.5787
H 3.8021 3.7742 1.2150 -0.3893 -1.6583 1.3040
H 1.1888 3.5973 -0.1947 0.5964 -2.5845 -1.5352
H -3.1257 -2.5976 -1.3424 0.1169 0.3072 1.3452
H -1.1720 3.1261 -1.8988 0.1949 -1.1571 0.2818
H 0.6224 -2.5738 -0.4082 -0.6288 0.0455 0.0207
H 4.0180 2.9005 2.8698 1.3411 0.3432 2.5763
```
Positions in Å, forces in eV/Å.

This record from the OMol25 dataset describes a single C8H9NO3 molecule at a distorted geometry. The level of theory is the ωB97M-V functional and the def2-TZVPD basis.

The calculation puts the energy above the lowest of the compared OMol25 structures with the same formula, charge and spin at 475.62 kJ/mol. Its net charge is 0. Its gap between HOMO and LUMO is 8.7 eV. The HOMO energy comes out at -8.2782 eV. As for the LUMO energy: 0.41 eV. As for the structure (SMILES): CO/N=C\c1ccc(O)c(O)c1.

Geometry as XYZ:
```
21
Properties=species:S:1:pos:R:3:forces:R:3
O 4.0539 -0.3338 -0.0196 2.6844 -1.8951 -1.2813
O 2.2756 -2.1279 0.0494 -4.6767 -1.8559 3.1830
O -2.4704 -0.6890 -0.1057 0.2867 0.5501 0.8340
N -2.4388 0.6810 0.2636 -1.4088 -0.9388 -1.2698
C 2.8111 0.1059 -0.0833 -1.4880 2.0092 1.2058
C 0.4742 -0.4272 -0.0768 -3.7318 -1.5426 2.2091
C -0.0280 0.8988 -0.0698 3.4818 -1.3723 -0.3940
C 1.0386 1.7765 -0.0145 0.5850 3.9865 -0.7605
C -3.8858 -1.0528 -0.1397 1.0317 3.5963 -1.8828
C 1.7704 -0.7795 0.1362 1.3662 -2.0412 -2.4055
C 2.4160 1.4957 -0.0719 1.2796 -1.1650 -0.0408
C -1.3706 1.3444 0.0643 -0.6808 -2.9768 0.5835
H -3.8909 -2.0998 -0.3899 -0.4747 -0.1061 -0.2695
H -1.6321 2.3160 0.2309 0.2422 2.8955 0.4888
H -4.3160 -0.2176 -0.8885 0.3444 -2.6116 1.1133
H 1.5176 -2.7949 0.5943 3.4174 2.9934 -2.5523
H -0.3041 -1.2077 0.1887 0.9934 0.6231 -1.0018
H 0.7831 2.8973 -0.0354 0.4132 -1.6569 0.2101
H -4.3073 -0.7601 0.7932 -0.4794 -0.4289 0.9119
H 4.2625 -1.3149 -0.3447 -1.5953 3.0954 1.1482
H 3.2408 2.2898 -0.0809 -1.5907 -1.1583 -0.0293
```
Positions in Å, forces in eV/Å.

This record from the OMol25 dataset describes a single C8H9NOS molecule at a distorted geometry. The level of theory is the ωB97M-V functional and the def2-TZVPD basis.

The calculation puts the energy above the lowest of the compared OMol25 structures with the same formula, charge and spin at 388.11 kJ/mol. Its net charge is 0. Its gap between HOMO and LUMO is 8.8 eV. The HOMO energy comes out at -8.1511 eV. As for the LUMO energy: 0.62 eV. As for the structure (SMILES): CC(=O)N/C=C\c1ccsc1.

Geometry as XYZ:
```
20
Properties=species:S:1:pos:R:3:forces:R:3
S 0.7730 1.5535 -3.5710 2.6506 0.2992 1.5750
O -0.5814 -0.7038 3.1541 0.0634 -0.5836 -0.1056
N -0.1279 -0.4155 0.9054 -1.4469 -4.8810 1.3174
C 0.4961 0.6668 1.2994 1.3806 1.8818 2.8508
C 0.8882 1.1553 -0.9517 -0.0863 1.3050 -3.3616
C -1.1708 -2.4406 1.4639 3.5135 -1.2607 4.3213
C -0.3478 0.6541 -1.4887 0.2603 -1.3228 3.7382
C -0.5731 -1.1014 2.0167 -2.2235 -2.2252 -2.7503
C 0.9351 1.4705 0.4066 3.5091 3.7749 1.5681
C -0.4492 0.7686 -2.7837 -5.7824 0.5389 -3.3953
C 1.6817 1.6386 -1.9574 -0.7062 -0.1974 -2.2854
H 2.7158 1.9402 -2.0623 -0.2185 0.2942 0.5845
H 0.6487 0.8072 2.4320 -0.6126 -0.2037 -2.1828
H 1.4452 2.3636 0.8510 -0.2202 -0.7103 -1.1768
H -0.1538 -3.1446 1.5161 -2.9377 1.3059 -0.2538
H -0.9688 0.1480 -0.7016 -0.6201 1.5644 -2.2853
H -1.5490 0.8242 -3.2840 2.8887 -0.8498 0.9027
H -0.1413 -0.9498 -0.0364 0.8235 1.4724 2.7039
H -1.6507 -2.5157 0.5398 -0.3503 0.4842 -1.6402
H -1.8700 -2.7194 2.2520 0.1150 -0.6865 -0.1249
```
Positions in Å, forces in eV/Å.